This record from the OMol25 dataset describes an isolated ion of composition C3H7OS2 and charge -1. The level of theory is ωB97M-V/def2-TZVPD.

Charge   -1
Calculated total energy   -990.11559 a.u.
Energy relative to the best compared isomer or geometry (same formula, charge and spin)   37.8 kJ/mol
SMILES   [O-]CCCSS
Orbital gap   0.2004 Ha
Maximum force   0.57 eV/A

Element x y z (Å)
H: 0.217 -1.092 -0.169
H: -2.214 0.710 -0.402
H: -3.334 -1.327 -1.201
H: -2.030 -0.634 0.745
H: -2.019 -0.813 -2.293
H: 2.483 1.892 -0.304
S: 2.426 0.959 0.650
S: 0.369 1.021 0.962
O: -1.640 -2.505 -1.148
C: -0.235 -0.116 -0.325
H: 0.057 0.272 -1.299
C: -2.222 -1.308 -1.300
C: -1.739 -0.272 -0.246


This record from the OMol25 dataset describes a 2-piece molecular cluster, CHF3NO overall in a non-equilibrium geometry. The level of theory is ωB97M-V/def2-TZVPD.

Charge   -1
Calculated total energy   -468.21560 a.u.
Energy relative to the best compared isomer or geometry (same formula, charge and spin)   161.3 kJ/mol
Orbital gap (alpha / beta)   0.2556 / 0.2555 Ha
Maximum force   3.44 eV/A

Element x y z (Å)
H: 1.202 0.061 -1.026
F: -1.007 -1.320 -0.733
F: -0.712 -0.584 1.346
O: 1.827 0.628 0.655
F: -1.655 0.673 0.022
C: -0.672 -0.238 0.086
N: 1.016 0.781 -0.350


This record from the OMol25 dataset describes C22H35N5ORu as an isolated structure in a non-equilibrium geometry. The level of theory is ωB97M-V/def2-TZVPD.

Charge   +4
Calculated total energy   -1301.47047 a.u.
<S²>   6.0192
2S+1   5
Energy relative to the best compared isomer or geometry (same formula, charge and spin)   104.8 kJ/mol
Orbital gap (alpha / beta)   0.2550 / 0.2327 Ha
Maximum force   4.75 eV/A

Element x y z (Å)
H: 4.641 0.889 3.596
H: 3.457 -1.688 4.445
H: 1.033 -2.452 3.429
C: -0.179 0.886 -4.596
C: -1.628 1.029 2.029
H: -1.585 -2.349 2.584
C: 1.805 -2.025 1.383
H: -5.507 -0.262 -1.976
C: -0.160 -0.189 -2.474
Ru: -0.256 -0.288 0.588
H: -2.390 1.972 0.385
H: -1.299 2.010 2.291
H: -3.291 1.195 -2.990
H: 1.253 -1.900 -3.148
C: -2.373 -1.408 0.771
C: -3.061 1.285 -1.934
C: -2.288 1.012 0.834
C: -0.667 0.611 -5.958
C: -4.834 -0.453 -1.024
C: 1.988 -2.468 2.871
H: -2.038 1.657 -1.812
N: 1.461 -0.566 1.323
H: 2.273 -3.548 2.707
H: 2.762 -2.238 0.853
H: 3.658 2.877 2.280
H: -1.021 1.369 -4.042
C: -2.646 -0.195 0.101
C: 2.752 2.600 2.794
C: 2.181 0.292 2.215
H: 3.548 0.207 5.031
H: -0.286 0.643 -8.591
H: -3.687 2.099 -1.585
H: -5.318 0.137 -0.250
O: 0.354 -0.120 -6.841
N: -0.017 -0.350 -3.756
N: 2.011 1.609 2.013
C: -0.658 -0.271 4.045
H: 1.660 1.931 1.098
H: 1.023 -0.658 -8.626
H: -0.513 -1.198 4.368
C: 0.335 -0.002 -8.052
H: 3.732 2.808 4.651
C: 3.592 0.713 4.048
H: -1.249 0.114 4.811
H: -2.881 -0.942 -1.863
H: -0.914 1.534 -6.504
C: -1.796 -1.361 2.110
H: 4.111 -1.918 2.945
N: -0.261 -0.065 -1.330
C: -3.322 -0.100 -1.211
H: 0.795 1.367 -4.573
H: -2.505 -2.369 0.274
C: 2.960 2.077 4.213
H: -5.082 -1.502 -0.752
H: 2.103 2.065 4.895
C: 3.088 -1.652 3.384
H: 1.059 -2.594 0.854
N: 2.927 -0.230 3.170
H: -1.604 0.103 -6.107
H: 2.095 3.461 2.902
H: 0.822 -1.917 -4.926
C: 0.895 -1.310 -4.013
C: -1.423 -0.202 2.749
H: 0.365 0.239 3.895


This record from the OMol25 dataset describes one molecule with the formula C3H6N2S in a non-equilibrium geometry. The level of theory is ωB97M-V/def2-TZVPD.

Charge   0
Calculated total energy   -625.55763 a.u.
Energy relative to the best compared isomer or geometry (same formula, charge and spin)   168.9 kJ/mol
SMILES   C1=NNCCS1
Orbital gap   0.3394 Ha
Maximum force   2.07 eV/A

Element x y z (Å)
H: -0.981 -1.941 -0.318
H: -1.176 0.747 2.475
H: 0.959 -1.022 -1.416
C: -0.897 0.528 1.415
C: 0.547 -0.629 -0.487
S: -0.033 1.813 0.605
H: 0.173 1.068 -1.682
N: -1.277 -0.583 0.929
N: -0.826 -0.948 -0.343
H: 1.730 1.235 -0.839
H: 1.083 -1.113 0.394
C: 0.699 0.847 -0.735


This record from the OMol25 dataset describes one molecule with the formula H2O2S2 in a non-equilibrium geometry. The level of theory is ωB97M-V/def2-TZVPD.

Charge   0
Calculated total energy   -948.01510 a.u.
Energy relative to the best compared isomer or geometry (same formula, charge and spin)   15.0 kJ/mol
SMILES   OSSO
Orbital gap   0.3694 Ha
Maximum force   4.17 eV/A

Element x y z (Å)
S: 0.851 -0.763 -0.517
S: 0.877 1.053 0.279
O: -0.314 1.986 -0.480
O: -0.381 -1.635 0.227
H: 0.041 -2.397 0.460
H: -1.074 1.755 0.032


This record from the OMol25 dataset describes C26H50B3N3O11 as an isolated structure in a non-equilibrium geometry. The level of theory is ωB97M-V/def2-TZVPD.

Charge   0
Calculated total energy   -2087.29351 a.u.
Orbital gap   0.3239 Ha
Maximum force   1.83 eV/A

Element x y z (Å)
H: -9.045 1.164 3.236
H: 1.865 -3.766 1.146
H: 7.287 -1.118 1.047
H: 4.827 -2.980 0.326
H: -10.439 -0.452 1.478
H: -4.066 1.250 1.654
H: -9.055 6.314 1.970
C: -3.097 0.755 -0.177
N: 2.670 -1.894 0.738
H: -3.957 0.327 -0.681
H: 12.617 0.910 2.018
H: -7.046 3.374 -0.808
H: 6.944 -0.705 -1.120
C: 1.228 -1.400 -2.635
H: 2.284 -3.246 -2.290
H: 0.361 -4.008 -0.578
N: 4.897 -2.086 -0.156
O: -9.643 4.742 0.757
C: -3.820 -2.791 -1.289
H: -10.126 6.750 0.599
C: -0.723 1.249 -0.288
O: -1.053 -1.886 -3.870
H: -8.538 2.597 -0.313
C: -1.885 0.757 -0.854
H: -7.735 5.470 0.377
H: 0.237 -2.231 -0.329
H: -7.984 0.642 1.898
H: 2.932 -1.966 1.713
B: -0.175 -0.998 -3.232
H: 2.057 -1.143 -3.304
H: 3.754 -0.304 -1.639
O: -7.134 3.026 1.165
H: -1.915 -3.654 -1.764
H: -3.697 -3.595 1.174
O: -0.668 0.314 -3.094
O: -4.449 -4.048 0.770
H: 9.744 -1.017 -0.690
H: 7.402 0.870 -1.785
O: 11.413 0.752 0.342
H: 10.741 -2.427 -0.376
C: 12.418 1.420 1.069
H: 0.193 1.194 -0.865
H: 12.358 -1.009 0.906
C: 1.255 -2.894 -2.177
C: -10.101 0.287 0.743
C: 3.815 -1.438 -0.023
H: 2.867 -3.776 -0.284
C: 7.880 -0.223 1.264
H: -2.013 2.178 2.665
H: 8.946 -1.006 2.918
B: -1.809 0.151 -2.288
H: -3.127 -3.952 -3.010
H: -3.418 -2.116 -0.529
C: -8.675 1.423 2.235
H: -9.232 -0.100 0.198
C: 7.089 0.351 -0.878
C: -0.779 1.749 0.996
H: 12.261 -0.675 -0.845
H: -4.705 -2.369 -1.773
H: 2.817 0.267 -0.400
C: -7.935 2.743 2.307
C: -2.739 -3.190 -2.328
C: -9.904 5.991 1.357
H: 12.060 2.425 1.290
H: 0.133 2.132 1.443
C: -8.454 4.742 -0.017
H: -7.229 2.678 3.139
C: 11.719 -0.614 0.108
C: -7.818 3.368 -0.035
B: -2.194 -1.896 -3.052
O: 8.117 0.521 0.081
O: -2.816 -0.650 -2.860
H: 9.853 0.218 2.048
C: 2.118 -3.179 0.256
H: 6.152 0.778 -0.510
C: 9.183 -0.633 1.918
H: 1.347 -0.799 -1.724
C: -4.286 -4.084 -0.601
N: 3.698 -0.171 -0.637
H: 7.317 0.419 1.957
O: -9.794 1.514 1.369
H: -8.611 3.570 2.531
O: 9.843 -1.714 1.269
H: 13.342 1.491 0.484
C: -3.130 1.258 1.103
H: -8.724 5.027 -1.042
C: -1.981 1.759 1.663
H: -10.770 5.875 2.008
H: 0.527 -3.461 -2.761
O: -4.519 -5.109 -1.198
C: 10.457 -1.446 0.015
C: 0.887 -3.047 -0.669
H: -10.901 0.469 0.028


This record from the OMol25 dataset describes an isolated ion of composition C2H4NO2 and charge +1 in a non-equilibrium geometry. The level of theory is ωB97M-V/def2-TZVPD.

Charge   +1
Calculated total energy   -283.48016 a.u.
Energy relative to the best compared isomer or geometry (same formula, charge and spin)   199.5 kJ/mol
SMILES   [NH3+][C@H]1OC1=O
Orbital gap   0.4138 Ha
Maximum force   3.43 eV/A

Element x y z (Å)
C: -0.132 0.039 -1.174
N: 0.002 -0.221 0.250
H: -0.836 -0.415 0.771
C: -0.793 -0.966 -2.020
O: 0.629 -0.866 -1.970
H: 0.682 -1.094 0.161
H: 0.002 1.001 -1.468
O: -1.700 -1.568 -2.389
H: 0.378 0.729 0.700